Density functional theory data (ωB97M-V/def2-TZVPD) for C14H8NO2S3V as an isolated structure at a distorted geometry.

Properties
Total charge ... 0
Spin multiplicity ... 3
⟨S²⟩ ... 2.015
Orbital gap (spin up / spin down) ... 0.272 / 0.297 hartree
E ... -2882.1972 Ha

Geometry as XYZ:
```
29
Properties=species:S:1:pos:R:3:mulliken_spin:R:1
V 0.0967 -0.1041 0.1603 2.00
S -0.3935 -2.1483 -1.1586 -0.01
C 1.2092 -1.6616 -1.4985 0.00
N 1.6652 -0.5339 -0.9404 -0.01
C 3.0091 -0.2704 -1.2435 -0.01
C 3.7502 0.8187 -0.8133 0.00
C 5.0684 0.9160 -1.2207 0.00
C 5.6408 -0.0549 -2.0459 0.00
C 4.9003 -1.1407 -2.4804 0.00
C 3.5763 -1.2340 -2.0679 0.01
S 2.3984 -2.4691 -2.4466 0.01
H 3.2968 1.5689 -0.1797 0.00
H 5.6643 1.7587 -0.8969 0.00
H 6.6741 0.0422 -2.3519 0.00
H 5.3415 -1.8931 -3.1213 0.00
O -0.5501 0.7961 3.8979 0.02
C -0.7200 1.0822 2.7579 0.01
O -0.2739 0.2429 1.7607 0.03
C -1.3947 2.3071 2.2510 -0.01
C -1.8931 3.1573 3.2428 0.00
C -2.5458 4.3278 2.9251 0.00
C -2.7107 4.6613 1.5841 0.00
C -2.2269 3.8326 0.5927 0.00
C -1.5576 2.6390 0.8937 0.01
S -1.0489 1.7307 -0.5525 -0.05
H -1.7452 2.8622 4.2735 0.00
H -2.9221 4.9756 3.7058 0.00
H -3.2213 5.5765 1.3097 0.00
H -2.3612 4.0973 -0.4488 0.00
```

---

Density functional theory data (ωB97M-V/def2-TZVPD) for C14H9Cl5NTl as an isolated structure.

Properties
Total charge ... 0
Orbital gap (spin up / spin down) ... 0.198 / 0.198 hartree
E ... -3066.9686 Ha

Geometry as XYZ:
```
30
Properties=species:S:1:pos:R:3:lowdin_charge:R:1
Tl -1.7751 0.6277 0.8143 0.75
Cl -1.0219 -1.6777 2.8574 0.60
C -0.4839 -0.1657 3.5831 -0.72
C -0.3922 0.9416 2.7582 -0.37
C 0.0077 2.1173 3.3573 -0.72
Cl 0.1333 3.5431 2.3539 0.63
C 0.3115 2.2083 4.7145 -0.70
Cl 0.8128 3.7000 5.4219 0.67
C 0.2090 1.0673 5.5112 -0.71
Cl 0.5733 1.1487 7.1915 0.68
C -0.1907 -0.1409 4.9442 -0.71
Cl -0.3060 -1.5594 5.9194 0.67
C -0.0397 -2.3619 -0.6785 -0.06
C 0.1186 -1.6618 -1.9816 -0.17
C 0.3753 -2.3608 -3.1410 -0.04
C 0.4835 -1.6823 -4.3551 -0.02
C 0.3466 -0.2982 -4.4620 -0.04
C 0.0928 0.4557 -3.3389 -0.17
C -0.0401 1.9386 -3.4115 -0.04
C -0.0376 -0.2056 -2.0408 -0.36
N -0.2717 0.5119 -0.9816 0.00
H 0.1912 -3.4234 -0.7656 0.09
H -1.0711 -2.2581 -0.3318 0.06
H 0.5854 -1.9061 0.0875 0.08
H 0.4865 -3.4385 -3.1135 0.11
H 0.6823 -2.2571 -5.2547 0.12
H 0.4383 0.1806 -5.4300 0.11
H 0.0345 2.2912 -4.4386 0.08
H 0.7366 2.4103 -2.8104 0.09
H -0.9892 2.2552 -2.9787 0.09
```

---

Density functional theory data (ωB97M-V/def2-TZVPD) for C14H9Cl6HfN5O4 as an isolated structure.

Properties
Total charge ... +2
Orbital gap ... 0.213 hartree
E ... -3922.1537 Ha

Geometry as XYZ:
```
39
Properties=species:S:1:pos:R:3:lowdin_charge:R:1
Hf 0.6465 -0.2089 0.7792 1.79
Cl 0.0223 -0.1994 3.8826 0.72
C 1.7488 0.0576 3.6521 -0.68
C 2.1454 0.1832 2.3348 -0.40
C 3.5035 0.2400 2.0763 -0.70
Cl 3.9384 0.1936 0.3876 0.71
C 4.4562 0.2493 3.0842 -0.70
Cl 6.1196 0.3266 2.7253 0.76
C 4.0030 0.1779 4.4152 -0.67
Cl 5.1341 0.2055 5.6846 0.78
C 2.6339 0.0589 4.7169 -0.70
Cl 2.0880 -0.0903 6.3251 0.76
Cl -2.1816 0.4498 -6.1294 0.76
C -1.3118 0.3717 -4.6503 -0.65
C 0.0770 0.3317 -4.6538 -0.04
C 0.7744 0.2816 -3.4596 0.04
C 0.0983 0.2561 -2.2486 -0.30
O 0.8260 0.2226 -1.1034 -0.25
C -1.3108 0.2881 -2.2335 -0.15
C -2.1898 0.2140 -1.0085 -0.07
O -1.1945 0.7587 1.1857 -0.28
C -1.9995 0.3578 -3.4505 -0.05
H 0.6097 0.3494 -5.5947 0.13
H 1.8551 0.2675 -3.4524 0.14
H -3.2068 0.4573 -1.3186 0.16
H -3.0819 0.3975 -3.4708 0.12
N -1.1106 2.3610 -0.4277 0.16
N -1.8679 1.2727 0.0969 -0.18
C -2.2131 -1.1756 -0.3496 -0.23
N -3.3397 -1.7999 -0.1457 0.30
N -0.9929 -1.6078 -0.0814 0.06
N -0.7127 -2.6101 0.8190 -0.34
O 0.4509 -2.3759 1.2681 -0.04
O -1.4212 -3.4926 1.1498 0.24
H -1.2060 3.1386 0.2211 0.14
H -1.4391 2.6062 -1.3592 0.13
H -2.7574 1.6012 0.4905 0.21
H -4.2243 -1.3729 -0.3864 0.16
H -3.3695 -2.7426 0.2292 0.15
```

---

Density functional theory data (ωB97M-V/def2-TZVPD) for C14H9F6N2O2S as an isolated structure at a distorted geometry.

Properties
Total charge ... -1
Orbital gap ... 0.196 hartree
E ... -1796.1842 Ha

Geometry as XYZ:
```
34
Properties=species:S:1:pos:R:3:lowdin_charge:R:1
F -3.3383 -1.1575 -4.8968 0.11
C -2.1699 -0.4550 -4.7602 -0.52
F -1.2421 -1.0987 -5.5330 0.11
F -2.3585 0.7830 -5.3212 0.11
C -1.7173 -0.3768 -3.3275 -0.14
C -0.3630 -0.2469 -3.0195 0.01
C 0.0469 -0.5865 -1.7402 -0.02
C -0.8594 -0.9219 -0.7320 -0.13
C -0.1966 -1.4914 0.5810 -0.24
C -1.2650 -2.1914 1.3378 -0.18
N -2.0727 -2.9157 1.7717 0.14
C -2.2300 -0.8739 -1.0215 -0.01
C -2.6580 -0.5337 -2.3130 -0.01
H 0.3787 0.0482 -3.7570 0.13
H 1.1174 -0.6840 -1.5583 0.13
H 0.4067 -2.3275 0.1319 0.17
H -3.0089 -1.1505 -0.3092 0.11
H -3.7200 -0.4517 -2.5362 0.12
F 0.0706 3.7661 4.4952 -0.03
C 1.1400 3.3362 3.7043 -0.83
F 1.5077 4.4062 2.9401 0.04
F 2.1650 3.0552 4.5569 0.06
S 0.4409 1.9372 2.7420 0.93
N 2.1595 1.4241 1.9007 -0.12
C 2.5050 0.2011 2.6991 -0.48
O 3.1328 0.2875 3.7147 0.08
C 1.9319 -1.0861 2.1075 -0.09
C 0.7674 -0.6316 1.3029 -0.28
C 1.8184 1.2030 0.5791 -0.55
O 1.6682 1.9334 -0.3490 0.04
H 2.7310 -1.4201 1.4239 0.13
H 1.6936 -1.8633 2.8583 0.14
H 1.3513 -0.0099 0.4340 0.05
H 0.1667 0.0927 1.8936 0.02
```